The following is a DFT calculation (ωB97M-V with the def2-TZVPD basis set) of a cluster of 12 separate species, C57H132N6O12 in total at a distorted geometry.

SMILES string = CC1(C)CCCC(C)(C)N1O.CC1(C)CCCC(C)(C)N1O.CC1(C)CCCC(C)(C)N1O.CC1(C)CCCC(C)(C)N1O.CC1(C)CCCC(C)(C)N1O.CC1(C)CCCC(C)(C)N1O.CO.CO.CO.O.O.O
relative energy (zero: lowest compared OMol25 entry of this formula, charge and spin) = 0.00 kJ/mol
E_HOMO = -8.29 eV

Structure (ORCA input):
```
! wB97M-V def2-TZVPD RIJCOSX def2/J DEFGRID3
* xyz 0 1
O 15.875 13.132 21.896
H 16.223 13.991 22.203
H 16.369 13.038 21.070
O 16.551 15.634 22.512
H 15.720 16.114 22.313
H 17.050 16.123 23.158
O 17.686 17.372 24.341
H 18.601 17.219 24.171
H 17.650 16.867 25.187
C 15.508 15.290 26.704
O 15.897 16.475 26.075
H 15.009 14.544 26.041
H 16.389 14.852 27.202
H 14.919 15.530 27.620
H 15.335 16.622 25.313
C 18.982 10.125 25.705
O 17.680 9.720 25.964
H 19.522 9.863 26.631
H 19.537 9.508 24.950
H 19.136 11.172 25.530
H 17.199 9.960 25.187
C 18.708 13.653 24.000
O 19.293 14.525 23.025
H 17.861 14.189 24.453
H 18.312 12.645 23.646
H 19.424 13.311 24.680
H 19.676 13.995 22.276
C 13.412 11.455 23.868
C 14.250 10.465 24.728
C 13.350 9.280 25.073
C 13.162 8.323 23.875
C 14.428 7.829 23.144
C 15.282 9.111 22.787
N 15.446 9.927 24.027
O 16.338 11.027 23.697
C 16.704 8.634 22.371
C 14.701 9.898 21.593
C 14.583 11.219 25.984
H 12.630 11.016 23.217
H 14.094 12.167 23.412
H 12.823 12.090 24.561
H 13.915 8.776 25.884
H 12.354 9.521 25.411
H 12.515 8.842 23.178
H 12.596 7.412 24.147
H 14.172 7.172 22.280
H 14.929 7.236 23.851
H 16.671 7.838 21.615
H 17.298 9.453 22.023
H 17.172 8.227 23.270
H 13.789 10.375 21.891
H 15.429 10.678 21.251
H 14.566 9.169 20.802
H 14.811 12.272 25.741
H 15.544 10.897 26.529
H 13.739 11.156 26.702
H 15.935 11.537 23.002
C 9.701 14.720 17.611
C 10.773 13.579 17.726
C 10.083 12.224 18.093
C 10.961 11.006 18.002
C 11.492 10.880 16.543
C 12.243 12.142 16.012
N 11.381 13.340 16.323
O 12.056 14.581 15.919
C 13.607 12.194 16.818
C 12.548 12.107 14.463
C 11.774 14.023 18.791
H 10.263 15.652 17.579
H 8.915 14.631 18.357
H 9.352 14.526 16.620
H 9.755 12.406 19.130
H 9.271 12.074 17.379
H 10.460 10.016 18.180
H 11.725 11.087 18.750
H 10.640 10.700 15.844
H 12.050 9.967 16.552
H 14.083 13.187 16.504
H 13.477 12.306 17.873
H 14.348 11.455 16.530
H 13.366 11.361 14.287
H 11.721 11.853 13.806
H 12.854 13.159 14.294
H 12.273 14.958 18.516
H 12.555 13.309 19.014
H 11.298 14.186 19.755
H 11.451 15.020 15.368
C 15.475 16.053 11.468
C 14.830 14.797 12.047
C 15.133 13.609 11.164
C 16.560 13.174 11.233
C 16.914 12.823 12.683
C 16.678 14.054 13.664
N 15.250 14.425 13.416
O 14.905 15.496 14.355
C 16.649 13.432 15.105
C 17.772 15.182 13.500
C 13.242 14.966 12.034
H 16.523 15.979 11.344
H 15.273 16.883 12.098
H 15.010 16.317 10.513
H 14.493 12.815 11.464
H 14.850 14.004 10.221
H 17.119 14.021 10.833
H 16.707 12.285 10.564
H 17.965 12.586 12.769
H 16.255 12.055 12.993
H 15.913 12.642 15.100
H 17.594 12.959 15.448
H 16.387 14.126 15.880
H 18.575 15.076 14.275
H 18.335 14.942 12.644
H 17.388 16.206 13.445
H 12.863 15.840 12.596
H 12.784 14.038 12.441
H 12.881 15.056 10.988
H 14.149 15.162 14.814
C 20.774 16.013 20.149
C 20.536 14.810 19.260
C 21.826 14.074 19.013
C 21.737 12.667 18.405
C 20.832 11.836 19.257
C 19.487 12.452 19.517
N 19.670 13.875 19.986
O 18.336 14.445 20.108
C 18.654 12.342 18.249
C 18.836 11.618 20.653
C 19.927 15.248 17.943
H 21.732 16.494 19.899
H 20.994 15.633 21.185
H 19.974 16.749 20.214
H 22.457 14.700 18.401
H 22.269 13.895 19.965
H 22.804 12.217 18.454
H 21.531 12.611 17.363
H 21.365 11.610 20.144
H 20.695 10.855 18.821
H 17.691 12.920 18.347
H 19.169 12.715 17.335
H 18.510 11.298 18.025
H 18.612 10.621 20.146
H 19.502 11.404 21.484
H 17.915 12.082 21.023
H 20.251 14.587 17.106
H 20.267 16.285 17.682
H 18.825 15.340 17.952
H 18.204 14.752 21.019
C 12.674 14.980 22.557
C 11.849 16.149 23.133
C 10.583 15.539 23.793
C 9.823 16.558 24.684
C 10.708 17.073 25.830
C 11.968 17.658 25.263
N 12.616 16.741 24.286
O 13.855 17.360 23.819
C 11.710 19.061 24.711
C 12.943 17.906 26.410
C 11.438 17.082 22.001
H 13.498 15.522 22.109
H 12.230 14.411 21.765
H 13.057 14.303 23.318
H 9.944 15.182 23.005
H 11.020 14.723 24.397
H 8.865 16.065 25.048
H 9.540 17.427 24.129
H 10.936 16.310 26.612
H 10.221 17.823 26.442
H 12.660 19.532 24.380
H 10.935 19.132 23.913
H 11.339 19.609 25.577
H 13.161 16.892 26.831
H 13.840 18.458 26.222
H 12.370 18.555 27.068
H 10.603 17.716 22.270
H 11.137 16.489 21.105
H 12.179 17.710 21.607
H 13.659 18.136 23.282
C 13.543 20.842 18.943
C 13.859 19.453 18.249
C 14.216 19.714 16.810
C 14.644 18.447 16.117
C 15.830 17.886 16.810
C 15.642 17.652 18.302
N 14.974 18.782 18.902
O 14.653 18.535 20.287
C 14.896 16.348 18.403
C 16.972 17.625 19.086
C 12.570 18.598 18.319
H 13.047 20.754 19.913
H 12.876 21.324 18.206
H 14.463 21.350 19.134
H 13.389 20.168 16.346
H 15.068 20.400 16.851
H 14.913 18.651 15.064
H 13.838 17.682 16.106
H 16.582 18.671 16.701
H 16.218 17.023 16.252
H 15.557 15.516 18.130
H 14.625 16.215 19.449
H 14.049 16.277 17.753
H 16.744 17.378 20.140
H 17.624 16.797 18.727
H 17.605 18.506 19.023
H 11.989 18.973 19.194
H 12.736 17.550 18.576
H 11.979 18.659 17.415
H 13.730 18.282 20.198
*
```